# 1
The following is a quantum chemistry calculation of C26H42BrN3P2PdS as an isolated structure in a non-equilibrium geometry, from OMol25.

Geometry (Å):
C1 -0.42229 6.67801 -3.26385
C2 -0.64659 5.33434 -3.65683
C3 -0.91235 5.16745 -5.04789
C4 -1.08923 6.27979 -5.89748
N1 -0.95858 7.52844 -5.44270
C5 -0.59732 7.73210 -4.17751
C6 -0.61090 4.13692 -2.85426
C7 -0.82316 3.14613 -2.15329
C8 -1.50943 2.38007 -1.08329
C9 -0.62269 2.27563 0.08228
C10 -1.21944 2.06097 1.35865
C11 -2.62192 2.16690 1.49034
C12 -3.42327 1.95260 0.35389
C13 -2.88250 2.00697 -0.93016
Pd1 -0.30624 1.22272 -1.95480
P1 2.12931 -0.94270 1.34587
H1 -1.02566 4.16487 -5.47454
H2 -0.13272 6.92803 -2.25302
H3 -1.37834 6.14951 -6.95457
H4 -0.48599 8.78809 -3.89439
H5 -3.48112 1.88453 -1.86494
H6 0.43495 2.54404 -0.09208
H7 -4.49342 1.72237 0.32305
H8 -0.69404 1.89067 2.32641
C14 2.32054 -2.47081 2.37888
C15 3.21145 -3.57651 1.86572
H9 1.29125 -2.81057 2.55009
H10 2.67483 -2.08076 3.33862
H11 3.20533 -4.36738 2.61883
H12 2.85670 -4.00593 0.92249
H13 4.24924 -3.25134 1.74861
C16 2.72967 -1.26933 -0.39352
C17 3.59016 -0.22641 -1.06887
H14 1.81976 -1.33671 -0.98015
H15 3.21776 -2.24737 -0.39054
H16 3.48185 -0.27149 -2.16588
H17 3.30241 0.78663 -0.77929
H18 4.63661 -0.39849 -0.80801
C18 3.52432 0.03558 1.97328
C19 4.83098 -0.68199 1.93948
H19 3.23912 0.34649 2.97236
H20 3.52698 0.93216 1.36237
H21 5.63297 0.02032 2.14009
H22 4.90860 -1.46373 2.68395
H23 5.05781 -1.13434 0.98261
Br1 -3.17914 1.91684 3.22517
P2 -1.47757 -1.70296 -0.23682
C20 -0.18246 -3.06443 -0.42881
C21 -0.29278 -4.44733 -1.10570
H24 0.18895 -3.23901 0.62486
H25 0.63084 -2.52937 -0.94953
H26 0.69821 -4.67389 -1.53032
H27 -0.58467 -5.21930 -0.37822
H28 -1.02092 -4.43769 -1.91112
C22 -2.72081 -2.45924 0.88032
C23 -3.97305 -3.11011 0.38078
H29 -3.00669 -1.69223 1.61581
H30 -2.11270 -3.14235 1.48194
H31 -4.55496 -3.36425 1.24993
H32 -4.54292 -2.44292 -0.24562
H33 -3.80785 -4.05955 -0.11141
C24 -2.30937 -1.15056 -1.70215
C25 -2.59767 -1.89811 -3.01067
H34 -1.74044 -0.23882 -2.07303
H35 -3.28078 -0.78845 -1.32752
H36 -3.01058 -1.12193 -3.69525
H37 -1.64723 -2.30629 -3.39826
H38 -3.34082 -2.70926 -2.92831
N2 1.36292 -0.60099 5.79452
C26 0.36729 -0.64006 4.88266
N3 -0.84647 -0.99294 5.32853
S1 0.62280 -0.11811 3.28729
H39 1.19079 -0.73269 6.78400
H40 2.24150 -0.18308 5.50467
H41 -1.63939 -0.94146 4.70071
H42 -0.96946 -1.63589 6.11552

For the energy above the lowest of the compared OMol25 structures with the same formula, charge and spin, the calculation gives 1.328 eV. As for the lowest unoccupied orbital energy: -0.2 eV. Its HOMO-LUMO gap is 6.4393 eV. The max |F| is 5.0 eV/A.

# 2
The following is a quantum chemistry calculation of C30H50AlBr2N5Si as an isolated structure, from OMol25.

Geometry (Å):
Al1 0.21047 0.47290 0.06515
N1 -0.60997 0.25093 3.99471
C1 -0.78403 0.61612 2.72616
N2 -0.02647 -0.09062 1.89878
C2 0.70053 -0.97878 2.70519
C3 1.62942 -1.96220 2.37336
C4 2.17390 -2.68965 3.41053
C5 1.81003 -2.45444 4.74764
C6 0.88319 -1.49165 5.08449
C7 0.33830 -0.76586 4.03080
H1 -1.08129 0.66229 4.78532
H2 -1.46367 1.39498 2.41706
H3 1.90253 -2.15550 1.34575
H4 2.89371 -3.46797 3.19588
H5 2.26261 -3.04908 5.52874
H6 0.59575 -1.31570 6.11175
C8 4.47313 1.28355 0.70722
N3 4.36207 0.08989 -0.12348
C9 5.56968 -0.24821 -0.87855
C10 3.15886 -0.43911 -0.40806
N4 2.05573 0.30949 -0.27475
N5 3.09109 -1.71980 -0.80620
C11 4.06265 -2.72679 -0.38249
C12 1.93058 -2.22476 -1.52072
H7 5.45712 1.28406 1.17139
H8 3.72545 1.26542 1.49799
H9 4.37262 2.20246 0.12143
H10 5.95114 0.65950 -1.34785
H11 5.34461 -0.96278 -1.66250
H12 6.34121 -0.65308 -0.22398
H13 2.32423 1.29145 -0.25611
H14 4.68005 -2.34008 0.42327
H15 4.69895 -3.04890 -1.20676
H16 3.51616 -3.59563 -0.01258
H17 1.53330 -1.45744 -2.18072
H18 1.13887 -2.55752 -0.84327
H19 2.24575 -3.07476 -2.12370
C13 -2.93978 -3.44612 -5.28415
C14 -2.39671 -3.05951 -3.88464
C15 -2.96058 -4.03496 -2.84068
C16 -0.86742 -3.22355 -3.87208
Si1 -2.99971 -1.29179 -3.63634
Br1 -1.26005 -0.77762 -1.24771
C17 -2.34897 0.05183 -4.78352
C18 -3.43456 0.18479 -5.88159
C19 -1.01702 -0.31626 -5.45279
C20 -2.14085 1.40934 -4.09247
C21 -4.62847 -1.00788 -2.73578
C22 -4.70492 -1.62034 -1.32608
C23 -5.67977 -1.69308 -3.64630
C24 -4.98105 0.48024 -2.59258
H20 -2.65888 -4.48380 -5.48069
H21 -2.51823 -2.83757 -6.08441
H22 -4.02799 -3.38834 -5.34775
H23 -2.58668 -5.03470 -3.07452
H24 -4.04781 -4.09009 -2.85278
H25 -2.63315 -3.78818 -1.82983
H26 -0.64817 -4.28465 -4.01634
H27 -0.43757 -2.92234 -2.91754
H28 -0.36715 -2.67808 -4.66696
H29 -3.58470 -0.74238 -6.43922
H30 -3.10055 0.94171 -6.59557
H31 -4.39905 0.50850 -5.49222
H32 -1.07621 -1.22174 -6.05463
H33 -0.21177 -0.42724 -4.72504
H34 -0.74200 0.49887 -6.12635
H35 -3.05859 1.84077 -3.70148
H36 -1.74306 2.10535 -4.83536
H37 -1.41395 1.34072 -3.28457
H38 -4.55336 -2.69569 -1.30914
H39 -5.70792 -1.42672 -0.93772
H40 -3.99225 -1.16058 -0.64380
H41 -5.53700 -2.77085 -3.71982
H42 -5.70229 -1.27975 -4.65726
H43 -6.66544 -1.52436 -3.20577
H44 -4.25903 1.01060 -1.96981
H45 -5.95332 0.54972 -2.09894
H46 -5.06921 0.99693 -3.54667
Br2 -0.72839 7.01924 -0.10268
C25 -0.50687 5.15372 -0.03780
C26 0.47942 4.60887 0.77239
C27 0.63562 3.23108 0.80530
C28 -0.16292 2.36818 0.03936
C29 -1.15076 2.96197 -0.75284
C30 -1.33247 4.33739 -0.79537
H47 1.11139 5.25621 1.36480
H48 1.40191 2.83041 1.46729
H49 -1.81032 2.34206 -1.34986
H50 -2.10629 4.77667 -1.41014

For the energy above the lowest of the compared OMol25 structures with the same formula, charge and spin, the calculation gives 0.000 eV. As for the lowest unoccupied orbital energy: -5.3 eV. Its HOMO-LUMO gap is 7.9026 eV. The max |F| is 0.5 eV/A. As for the total charge: +2.

# 3
The following is a quantum chemistry calculation of one molecule with the formula CH4NOP in a non-equilibrium geometry, from OMol25.

Geometry (Å):
C1 -1.39473 0.35767 0.03564
N1 1.05251 -1.47631 0.16052
O1 1.19033 1.12701 0.04586
P1 0.22484 -0.11884 -0.05001
H1 -2.17967 -0.07881 -0.64827
H2 0.46976 -2.26732 0.35760
H3 2.12215 0.96251 -0.06839
H4 -1.48518 1.49409 0.16705

For the energy above the lowest of the compared OMol25 structures with the same formula, charge and spin, the calculation gives 1.768 eV. As for the lowest unoccupied orbital energy: 0.3 eV. Its HOMO-LUMO gap is 8.9774 eV. The max |F| is 3.1 eV/A.

# 4
The following is a quantum chemistry calculation of a 13-piece molecular cluster, C21H68N4O13 overall in a non-equilibrium geometry, from OMol25.

Geometry (Å):
C1 -9.35546 -2.13342 14.76734
O1 -8.56113 -1.46315 13.87834
H1 -10.32193 -1.68102 14.87535
H2 -8.85611 -2.22579 15.74890
H3 -9.55223 -3.04481 14.24744
H4 -7.68825 -1.86943 13.91845
C2 -1.59096 -0.35542 17.60539
O2 -1.65177 -0.65523 16.22937
H5 -2.55225 -0.20940 18.06286
H6 -1.03420 0.54004 17.70239
H7 -1.07719 -1.25161 18.07492
H8 -0.93463 -1.24604 16.06629
C3 -4.95125 1.40530 20.01769
O3 -3.79144 0.68304 20.10685
H9 -5.37915 1.62544 21.01418
H10 -5.78184 1.12908 19.28374
H11 -4.68728 2.36785 19.55736
H12 -3.96852 -0.22770 20.12346
C4 -6.82416 -4.02538 13.79778
O4 -6.29808 -3.14997 14.84598
H13 -7.77689 -4.34507 14.19166
H14 -6.36880 -4.97825 13.61736
H15 -7.03779 -3.45901 12.88371
H16 -5.43365 -3.44562 15.16002
C5 -5.35733 -1.21918 12.42767
O5 -6.36661 -0.27451 12.37061
H17 -5.59426 -2.14128 11.90489
H18 -5.22157 -1.43075 13.49605
H19 -4.56518 -0.59456 12.04042
H20 -6.38909 0.39369 13.07662
C6 -8.61429 1.39314 17.59452
O6 -8.59895 0.00297 17.24508
H21 -9.20406 1.61164 18.46885
H22 -8.77465 2.17288 16.92610
H23 -7.61150 1.44740 17.82458
H24 -9.47312 -0.39075 17.22334
C7 -6.92098 -1.87351 19.33633
O7 -6.51546 -2.70025 18.26603
H25 -7.17054 -2.41802 20.25041
H26 -7.79711 -1.36575 19.06617
H27 -6.06492 -1.17095 19.56843
H28 -6.34895 -2.21986 17.48962
C8 -5.37325 -0.11551 16.26660
O8 -5.44893 1.14905 16.75494
N1 -6.38320 -0.82799 16.03906
N2 -4.29866 -0.70056 15.90335
H29 -7.25265 -0.44694 16.50709
H30 -6.40262 -1.74744 15.57891
H31 -3.41443 -0.16013 15.95588
H32 -4.05673 -1.69764 15.86958
C9 -7.08088 3.15123 14.24103
O9 -7.36379 3.97452 13.11996
N3 -7.59731 1.97391 14.53360
N4 -6.18941 3.45562 15.14147
H33 -8.35559 1.52641 13.97150
H34 -7.43439 1.49846 15.39783
H35 -5.98789 4.45182 15.25236
H36 -5.78328 2.68825 15.73871
C10 -8.33065 4.68646 19.40543
C11 -6.84901 4.27568 19.48471
C12 -6.19054 4.41403 18.08945
O10 -6.14393 5.02169 20.18093
H37 -8.74180 4.83746 20.38495
H38 -8.78767 3.89523 18.97165
H39 -8.42379 5.63862 18.88427
H40 -6.82435 3.21026 19.88687
H41 -6.42361 5.28160 17.50452
H42 -6.41217 3.54670 17.53608
H43 -5.12700 4.42284 18.08017
H44 -5.29470 4.55622 20.27745
C13 -3.83422 1.52842 13.85079
C14 -3.54205 2.63327 12.95474
C15 -4.34406 2.44651 11.71866
O11 -3.96529 3.72362 13.38822
H45 -3.65317 1.70522 14.86172
H46 -3.38890 0.52651 13.65934
H47 -4.89256 1.36658 13.73149
H48 -2.48790 2.76914 12.87335
H49 -5.44656 2.62161 11.87653
H50 -4.18086 1.47876 11.18789
H51 -4.16810 3.21582 10.99328
H52 -4.77742 3.62692 13.83031
C16 -3.08623 -3.07695 14.15107
C17 -3.12916 -3.90481 15.39878
C18 -1.89161 -3.96818 16.17270
O12 -3.98664 -3.58077 16.19669
H53 -2.46728 -3.56241 13.38820
H54 -2.87614 -2.04053 14.33514
H55 -4.02005 -3.07471 13.62721
H56 -3.35550 -4.92498 15.04541
H57 -1.61163 -3.03192 16.61020
H58 -1.08472 -4.37371 15.53602
H59 -1.94740 -4.76612 17.00877
H60 -3.62326 -3.40737 17.05019
C19 -1.35286 4.51612 17.87854
C20 -2.25045 3.44632 18.44911
C21 -2.76441 2.65758 17.29971
O13 -1.79161 2.69684 19.33755
H61 -1.96838 5.23237 17.38610
H62 -0.73345 4.00260 17.09335
H63 -0.72468 5.03407 18.60392
H64 -3.01443 3.99751 18.87127
H65 -1.92868 2.31138 16.65851
H66 -3.30080 3.24271 16.52378
H67 -3.38464 1.85254 17.61332
H68 -2.46744 2.04067 19.57513

For the energy above the lowest of the compared OMol25 structures with the same formula, charge and spin, the calculation gives 6.261 eV. As for the lowest unoccupied orbital energy: 0.0 eV. Its HOMO-LUMO gap is 8.7209 eV. The max |F| is 13.0 eV/A.